1.
72
Properties=species:S:1:pos:R:3:forces:R:3 method="wB97M-V/def2-TZVPD" total_energy_ev=-82276.0049 charge=+4 relative_energy_kj_mol=53.4 e_homo_ev="-16.577 / -16.441"
Pb -6.139178 0.667138 -4.473277 0.03 -0.28 -1.36
N 5.053005 4.745897 1.282402 0.84 2.25 -0.61
C 4.344563 4.662875 2.359760 -0.64 0.36 1.95
C 4.139474 5.829138 3.206123 -0.76 -3.42 -0.70
C 3.325545 5.791902 4.278190 0.84 -0.73 -2.06
C 2.687651 4.615493 4.652483 -0.19 -1.71 0.18
C 2.893679 3.465711 3.936625 -1.13 0.64 0.58
C 3.712782 3.438428 2.752046 0.02 -0.29 0.32
P 3.924376 1.984614 1.938555 0.28 -0.71 -0.65
C 5.339571 1.604272 0.997139 -0.21 -0.07 -0.84
C 6.512209 2.042323 1.604612 0.32 0.41 1.94
C 7.715871 1.676563 1.068504 1.53 -0.02 0.16
C 7.820300 0.969458 -0.108902 -1.66 -0.09 -0.34
C 6.651100 0.639861 -0.808761 -0.40 0.83 1.23
C 5.413871 0.899008 -0.264894 -0.70 0.60 1.25
C 2.744421 0.726206 2.139992 4.31 -0.13 -0.32
C 1.511765 1.177926 2.326653 -4.25 -0.14 -0.13
C 0.517046 0.226149 2.638728 -0.88 3.13 0.40
C 0.844259 -1.071941 2.773114 0.68 -1.16 -0.87
C 2.160186 -1.504257 2.542091 0.71 0.87 0.25
C 3.192725 -0.617476 2.265415 -2.22 -0.13 0.00
H 5.349872 4.010355 0.696958 0.11 -0.80 -0.57
H 5.396405 5.671657 1.064233 0.26 -0.10 -0.31
H 4.650048 6.627551 2.878086 1.51 3.20 -0.78
H 3.058891 6.653074 4.765177 -0.13 2.10 1.33
H 2.112018 4.753063 5.559562 -0.34 -0.96 -0.12
H 2.352029 2.559234 4.126273 0.00 -0.15 0.69
H 6.478688 2.550435 2.616686 0.14 -0.50 -1.39
H 8.659151 1.895882 1.543790 -0.10 0.29 0.43
H 8.750189 0.649474 -0.503655 0.85 -0.01 -0.22
H 6.696674 0.271935 -1.780047 0.17 -1.00 -1.43
H 4.479923 0.618403 -0.746435 0.29 0.00 -0.13
H 1.210921 2.190953 2.034439 0.22 -0.30 0.59
H -0.492850 0.640516 2.842831 0.64 -0.75 -0.36
H 0.068612 -1.799210 2.856178 -0.32 -0.47 0.57
H 2.395882 -2.523314 2.647654 0.16 -1.21 0.02
H 4.192058 -0.966433 2.090254 0.34 0.17 0.06
S -5.575312 0.413392 -2.092705 0.72 -0.28 1.47
C -5.358342 1.841667 -1.082293 -0.03 -0.57 -0.12
N -4.542444 1.750935 -0.043889 0.61 -1.63 -0.71
C -4.576280 2.729003 1.001551 -0.32 1.93 0.18
C -4.820473 4.152557 0.407276 1.25 -1.55 1.01
C -6.025977 4.132220 -0.435441 -0.37 0.52 -0.89
N -6.057800 2.925192 -1.305252 -0.18 0.90 0.79
H -3.924068 0.914154 0.038100 -1.00 0.92 -0.19
H -3.652127 2.736366 1.542588 0.53 -0.23 0.20
H -5.377014 2.555551 1.720198 -0.08 -0.44 -0.05
H -3.942954 4.514238 -0.124445 0.07 -0.06 -0.01
H -5.006369 4.769255 1.265993 0.05 0.64 0.23
H -5.951979 5.015093 -1.078619 -0.60 -0.22 -0.06
H -6.905132 4.188065 0.205477 -0.28 -0.18 -0.40
H -6.812559 2.858622 -1.953358 -0.34 0.04 -0.30
F -3.924984 -5.165369 -1.053359 -0.09 0.14 1.13
C -3.530691 -5.656105 -2.182187 0.73 0.14 -3.96
C -3.046176 -6.919504 -2.331057 -1.84 3.27 -0.81
F -2.955197 -7.610220 -1.301581 0.54 -2.73 3.59
C -2.748613 -7.473940 -3.570727 2.27 -2.37 -4.10
C -2.959208 -6.651045 -4.812098 -0.73 0.87 4.07
C -3.493839 -5.407667 -4.649227 0.38 -0.13 -2.07
F -3.709978 -4.669461 -5.764457 0.06 -0.14 0.74
C -3.646937 -4.806765 -3.415028 -1.10 1.15 3.78
C -3.998540 -3.454539 -3.140477 0.12 0.47 -1.15
C -4.494663 -2.439370 -4.071453 1.44 -3.34 2.55
N -4.979581 -1.478775 -4.431062 -1.33 2.56 -1.35
C -3.736175 -2.793500 -1.867886 -0.49 -1.59 -2.58
N -3.454091 -2.160971 -0.969238 0.38 1.23 1.69
F -2.652371 -7.050996 -5.961067 0.62 -1.28 -2.05
C -2.075737 -8.737715 -3.698573 -1.07 1.87 1.98
C -1.276530 -9.170014 -4.764416 -2.45 1.28 1.59
N -0.596945 -9.547011 -5.572874 2.43 -1.27 -2.85
C -1.973551 -9.647022 -2.588225 -0.27 -1.21 1.56
N -1.941094 -10.429190 -1.718768 0.03 1.52 -1.72



2.
109
Properties=species:S:1:pos:R:3:forces:R:3 method="wB97M-V/def2-TZVPD" total_energy_ev=-209986.3802 relative_energy_kj_mol=0.0 e_homo_ev=-9.399
C 3.011550 3.001504 2.401205 0.95 -0.19 -0.26
C 4.289381 2.039914 2.329167 -0.91 -0.03 0.86
C 3.837184 0.550221 2.674100 0.82 0.09 -0.55
C 3.878876 -0.431546 1.436373 -0.37 0.28 0.43
C 3.240762 0.206458 0.126019 -0.55 -0.74 1.33
C 2.398093 -0.888564 -0.631730 1.18 -0.02 -1.01
C 2.146937 -0.555028 -2.169442 -0.34 0.10 0.95
C 0.943446 0.449546 -2.377439 0.04 -0.34 -1.40
C -0.108737 -0.075629 -3.460517 0.15 0.54 -0.11
C -1.582281 0.239770 -3.037599 -0.54 -0.82 0.36
C -2.073027 -0.719840 -1.861412 0.23 0.16 -1.74
C -2.259177 -2.185197 -2.423577 -0.77 0.15 0.33
C -2.493984 -3.278260 -1.300164 0.87 0.10 -1.04
C -1.546210 -3.155431 -0.030746 -1.04 -1.09 0.15
C -2.421462 -2.885251 1.256179 0.29 -0.28 -0.41
C -2.827460 -1.384002 1.455049 -0.85 -1.47 -0.06
N -1.681881 -0.449416 1.589211 -1.00 -0.01 0.77
C -0.923258 -0.618464 2.777603 1.16 1.96 0.73
O -0.569360 -1.611336 3.347490 -0.57 -0.35 -0.82
C -0.508522 0.799807 3.278798 -0.81 1.72 -1.24
C 0.312128 1.237952 4.391834 -1.03 1.06 -1.67
C 0.914886 0.199019 5.365746 -0.49 -0.04 0.34
O 2.080842 0.115258 5.628180 -0.19 0.19 -0.25
N -0.031465 -0.711028 6.006633 -0.18 2.46 0.84
C -1.300133 -0.069643 6.248307 -0.73 -0.06 -0.32
O -2.272525 -0.302303 5.629057 -0.20 -0.07 -0.08
F -1.413194 0.914730 7.223514 1.24 -1.21 -0.61
C 0.519406 2.687727 4.519979 -1.17 -1.48 -1.14
C -0.101448 3.631330 3.577692 -0.22 -1.73 0.26
N 0.182073 5.032714 3.841717 -0.14 -1.10 -0.34
C -0.959673 3.170014 2.459804 0.70 -0.96 1.45
C -1.617346 4.226876 1.533588 0.76 0.45 0.30
Br -3.610871 4.062464 1.581400 0.88 0.04 0.78
C -0.967898 4.319905 0.060398 -0.49 -1.06 0.19
C -0.147903 3.061490 -0.384121 0.21 0.42 -1.20
Br -2.466457 4.558894 -1.248978 1.26 0.20 -0.19
C -1.142215 1.729624 2.349801 1.14 0.97 1.09
C -1.975309 0.942405 1.305181 1.29 -1.01 1.70
O -2.736741 1.287353 0.454397 0.20 0.27 0.20
H 2.927486 3.428237 3.433938 -0.05 -0.43 -0.87
H 3.147075 3.855490 1.689284 -0.36 -0.63 0.51
H 2.081538 2.414246 2.170765 0.83 0.74 0.11
H 4.834522 2.122819 1.356428 -0.60 -0.17 0.73
H 4.988628 2.375168 3.136350 -0.42 -0.21 -0.78
H 2.805991 0.585133 3.113989 0.96 -0.11 -0.32
H 4.551649 0.158152 3.442175 -0.84 0.18 -0.44
H 4.940541 -0.750806 1.261590 -0.92 0.31 -0.05
H 3.317546 -1.365501 1.727435 0.50 0.84 -0.34
H 2.557889 1.026001 0.486554 0.65 -0.51 -0.65
H 4.092289 0.592070 -0.477257 -1.23 -0.02 0.34
H 1.435478 -1.147201 -0.101931 0.87 0.45 -0.47
H 3.025520 -1.824382 -0.632237 -0.62 0.76 0.20
H 2.001262 -1.547583 -2.676894 -0.22 0.98 0.23
H 3.064921 -0.104801 -2.624963 -0.71 -0.47 0.55
H 0.385026 0.654290 -1.428847 0.75 -0.20 -0.70
H 1.380444 1.401428 -2.797070 -0.62 -0.69 0.81
H 0.053227 0.402002 -4.471294 0.11 -0.41 1.05
H 0.107730 -1.164429 -3.606591 -0.61 0.81 0.12
H -1.678723 1.313685 -2.720260 0.19 -0.89 -0.24
H -2.330208 0.093686 -3.872658 0.97 0.19 0.57
H -1.307936 -0.634865 -1.051591 -0.96 -0.26 -0.34
H -3.093489 -0.362264 -1.580866 0.99 -0.19 0.38
H -3.213349 -2.145352 -3.030519 1.02 -0.10 0.41
H -1.460852 -2.503618 -3.140647 -0.43 0.38 0.81
H -2.284779 -4.281995 -1.773755 -0.36 0.97 0.43
H -3.591008 -3.276452 -1.068318 0.99 0.07 0.29
H -1.087374 -4.177173 0.107201 -0.32 1.09 -0.03
H -0.693758 -2.445146 -0.157735 -0.83 -0.39 0.08
H -3.382913 -3.460253 1.111657 0.89 0.61 0.23
H -1.914271 -3.354057 2.133413 -0.42 0.83 -0.49
H -3.495643 -1.115177 0.590380 1.01 0.18 0.79
H -3.465611 -1.323329 2.387921 0.67 0.07 -0.85
H 0.364739 -1.080342 6.875435 0.16 0.14 -0.38
H 1.143972 3.039425 5.377280 -0.72 -0.07 -1.01
H -0.660836 5.603235 3.801418 0.43 -0.06 -0.13
H 0.903523 5.352357 3.195144 -0.34 0.22 0.24
H -1.431236 5.224738 2.014694 -0.39 -1.07 -0.61
H -0.328317 5.230851 -0.040847 -0.75 -0.71 0.32
H -0.801854 2.229156 -0.763900 0.56 0.91 0.75
H 0.594518 2.692871 0.366537 -0.76 0.38 -0.41
H 0.456998 3.377039 -1.284615 -0.59 -0.33 0.90
C 7.496129 -2.803538 -5.486107 0.01 0.00 -0.02
C 7.415215 -3.737837 -4.460649 -0.04 0.17 -0.05
C 6.802108 -3.402324 -3.261902 0.02 -0.20 0.10
C 6.270223 -2.129841 -3.103988 0.23 -0.15 -0.52
C 6.352690 -1.187430 -4.119722 -0.07 0.21 -0.06
C 6.969679 -1.529030 -5.314833 0.02 -0.17 0.08
N 5.599329 -1.779424 -1.847838 -0.06 0.06 0.23
O 5.560224 -2.623377 -0.970406 0.00 0.22 -0.22
O 5.113951 -0.663909 -1.754693 0.73 -0.59 -0.29
H 7.970851 -3.070311 -6.423648 -0.03 0.02 0.07
H 7.828111 -4.729917 -4.597560 -0.04 0.06 0.05
H 6.743834 -4.136815 -2.469004 -0.10 0.19 0.04
H 5.942745 -0.193095 -3.996833 -0.03 -0.13 0.16
H 7.037312 -0.802673 -6.115576 -0.03 -0.02 0.08
C -6.601848 -0.542803 0.190200 0.04 0.00 0.06
C -6.879748 0.548540 -0.623082 0.01 -0.16 -0.01
C -7.274021 0.350702 -1.938977 -0.02 0.19 -0.05
C -7.390042 -0.944413 -2.426314 0.17 0.10 0.57
C -7.107096 -2.040570 -1.623042 0.02 -0.24 -0.01
C -6.710679 -1.835200 -0.308889 0.01 0.18 -0.05
N -7.830548 -1.158189 -3.809738 -0.11 -0.05 -0.39
O -8.052274 -0.173851 -4.492515 0.07 -0.22 0.21
O -7.952751 -2.307832 -4.194617 0.05 0.26 0.13
H -6.298982 -0.385167 1.219645 -0.01 0.00 -0.07
H -6.791463 1.554101 -0.229945 0.01 -0.06 -0.07
H -7.488485 1.206782 -2.565550 -0.03 -0.19 -0.10
H -7.192224 -3.050805 -2.002571 -0.06 0.16 -0.14
H -6.489627 -2.683165 0.328667 -0.03 0.02 -0.07